1.
Below is 2 unconnected molecules or ions with the total composition C5H16NO at a distorted geometry, with properties calculated with wB97M-V/def2-TZVPD.

```
23
Properties=species:S:1:pos:R:3:forces:R:3:lowdin_charge:R:1
C 0.6195 1.5151 -0.6770 -0.570 -0.092 0.671 -0.02
C 0.0220 0.8157 0.5444 0.627 0.770 0.431 -0.30
C -1.2337 -0.0486 0.3883 0.959 -0.829 0.284 -0.40
C -2.4865 0.7897 0.3655 -0.030 0.729 0.453 -0.05
C -1.1493 -1.0300 -0.8011 -0.397 0.647 0.827 -0.04
N 1.1203 -0.0219 1.2514 -1.118 -0.122 -0.181 0.21
H -0.0199 2.3661 -0.9094 -0.035 -0.052 -0.142 0.10
H 0.6648 0.8585 -1.5358 0.310 -0.038 -0.135 0.08
H 1.5864 1.9331 -0.4002 0.152 -0.055 -0.298 0.09
H -0.1556 1.5791 1.3143 -0.225 -0.075 -0.236 0.15
H -1.2147 -0.6563 1.3038 -0.454 -0.029 0.052 0.13
H -3.3840 0.1816 0.3862 -0.054 -0.101 -0.109 0.09
H -2.5061 1.4388 -0.4978 -0.112 -0.006 -0.558 0.09
H -2.5372 1.4911 1.2094 0.047 -0.347 0.059 0.09
H -2.0228 -1.6786 -0.7434 -0.009 0.043 -0.282 0.09
H -0.2722 -1.6737 -0.7403 0.097 0.147 -0.254 0.06
H -1.1788 -0.4159 -1.6990 0.082 -0.465 -0.334 0.09
H 1.3627 -0.8451 0.6930 0.349 -0.145 -0.329 0.10
H 0.6965 -0.3345 2.1287 0.417 -0.023 0.003 0.17
H 1.9661 0.5133 1.4365 -0.036 0.035 0.011 0.17
H 3.2204 -1.2177 -1.0589 -0.341 -0.335 -0.018 0.08
H 2.1540 -2.2909 -1.4337 0.188 0.194 0.146 0.07
O 2.3672 -1.5978 -0.7921 0.154 0.149 -0.061 -0.05
```
Forces are in eV/Å.

The HOMO-LUMO gap comes out at 12.2 eV. As for the energy above the lowest of the compared OMol25 structures with the same formula, charge and spin: 15.9 kJ/mol. The HOMO energy comes out at -15.37 eV. The total charge is +1.

---

2.
Below is 2 unconnected molecules or ions with the total composition C5H16NO at a distorted geometry, with properties calculated with wB97M-V/def2-TZVPD.

```
23
Properties=species:S:1:pos:R:3:forces:R:3:lowdin_charge:R:1
C 2.0092 0.8997 0.9986 0.990 -1.137 0.043 -0.04
C 0.7629 0.0009 0.7519 -0.382 0.430 2.643 -0.27
C 0.3278 -0.1719 -0.6791 0.413 -0.554 -0.662 -0.20
C -0.3936 1.0477 -1.2674 1.723 -0.570 -0.778 -0.27
C -1.6932 0.6655 -1.9360 -4.512 1.972 -2.306 -0.14
N -0.5356 0.5595 1.5645 -0.085 -0.932 -0.338 0.19
H 2.1515 1.8345 1.5322 -1.359 -0.042 1.187 0.08
H 2.7427 0.1638 1.4792 -0.449 1.431 -1.188 0.12
H 2.3123 1.3371 0.0650 0.686 -0.718 -0.913 0.07
H 1.0025 -0.8574 1.4292 -0.656 -0.052 -1.609 0.14
H -0.2963 -1.0354 -0.8791 -0.069 -0.366 0.701 0.10
H 1.1831 -0.3284 -1.3347 0.417 -0.290 0.508 0.13
H 0.3477 1.4606 -1.9828 -0.886 -0.045 -0.047 0.12
H -0.3715 1.8318 -0.5205 -1.028 0.390 0.067 0.09
H -1.7698 0.4049 -3.1374 0.951 1.423 2.905 0.14
H -2.5219 1.5268 -1.6790 2.079 -1.585 -1.300 0.12
H -2.3684 -0.1639 -1.6629 1.249 -0.366 1.115 0.05
H -0.4824 0.2054 2.5391 0.072 0.637 -0.639 0.17
H -0.4691 1.5947 1.5351 -0.716 -0.869 0.168 0.15
H -1.4434 0.1410 1.1736 1.562 1.163 0.389 0.19
H 0.2504 -3.9399 0.0223 -0.676 0.670 0.693 0.07
H -0.4566 -3.8425 1.4011 0.092 0.166 -0.539 0.05
O -0.2882 -3.3346 0.5871 0.585 -0.756 -0.101 -0.08
```
Forces are in eV/Å.

The HOMO-LUMO gap comes out at 11.2 eV. As for the energy above the lowest of the compared OMol25 structures with the same formula, charge and spin: 268.4 kJ/mol. The HOMO energy comes out at -14.62 eV. The total charge is +1.

---

3.
Below is 2 unconnected molecules or ions with the total composition C5H16NO at a distorted geometry, with properties calculated with wB97M-V/def2-TZVPD.

```
23
Properties=species:S:1:pos:R:3:forces:R:3:lowdin_charge:R:1
C 0.7322 -1.4893 1.9614 -0.057 -0.099 0.417 -0.01
N 0.7945 -1.2431 0.5062 -0.088 -0.405 -0.410 -0.07
C 0.6802 -2.4820 -0.3247 -0.138 0.264 -0.130 0.01
H 0.8107 -0.5475 2.4990 -0.051 0.049 -0.080 0.10
H -0.2177 -1.9669 2.1921 0.004 0.037 -0.017 0.11
H 1.5430 -2.1400 2.2806 0.025 -0.033 -0.151 0.11
H 1.6796 -0.7947 0.2786 -0.110 0.232 -0.034 0.17
H -0.0217 -0.6128 0.2326 0.386 0.064 0.318 0.10
H 1.5239 -3.1426 -0.1544 -0.018 -0.035 0.164 0.11
H 0.6621 -2.1772 -1.3686 0.008 -0.042 -0.009 0.10
H -0.2654 -2.9558 -0.0784 0.063 -0.137 0.028 0.11
C -0.2628 1.1301 -1.9700 -0.161 -0.337 0.635 -0.04
C -0.8702 1.5898 -0.6491 0.085 -0.135 -0.413 -0.43
C 0.0798 2.3704 0.2534 -0.583 -0.727 0.516 -0.04
O -1.3157 0.3710 0.0442 0.138 0.526 0.174 -0.09
H -0.9214 0.3912 -2.4251 -0.074 0.153 -0.179 0.09
H 0.6951 0.6344 -1.7845 0.119 0.152 -0.111 0.07
H -0.1136 1.9661 -2.6454 0.069 0.024 -0.045 0.09
H -1.7781 2.1570 -0.8556 0.064 0.154 0.027 0.14
H 0.3808 3.3366 -0.1337 -0.059 0.077 -0.125 0.09
H 0.9673 1.7770 0.4886 0.141 0.047 -0.251 0.07
H -0.4363 2.4900 1.2125 0.133 0.426 -0.052 0.09
H -1.8095 0.6628 0.8291 0.102 -0.255 -0.272 0.12
```
Forces are in eV/Å.

The HOMO-LUMO gap comes out at 12.0 eV. As for the energy above the lowest of the compared OMol25 structures with the same formula, charge and spin: 56.5 kJ/mol. The HOMO energy comes out at -14.89 eV. The total charge is +1.

---

4.
Below is 3 unconnected molecules or ions with the total composition C5H16NO2 at a distorted geometry, with properties calculated with wB97M-V/def2-TZVPD.

```
24
Properties=species:S:1:pos:R:3:forces:R:3:lowdin_charge:R:1
C 0.8742 2.0447 -1.7138 -1.677 1.114 0.384 -0.07
C -0.0804 0.8067 -1.7024 1.245 0.141 -1.243 -0.28
C -1.3817 1.0682 -0.8700 1.264 -0.334 1.627 -0.13
C -1.6666 -0.2749 -0.2045 -1.682 -1.388 -0.038 -0.17
C -1.5127 -0.8124 1.0222 -2.221 -1.992 -5.065 0.01
N 0.8232 -0.3681 -1.1118 0.299 1.208 -0.109 0.16
H 1.9127 1.9388 -1.9599 0.376 -0.708 -1.177 0.07
H 0.3500 2.7715 -2.3841 0.873 -0.342 0.479 0.11
H 1.0344 2.5602 -0.7408 -0.973 -0.518 -0.166 0.09
H -0.3271 0.5162 -2.8200 0.577 0.296 2.381 0.18
H -2.2115 1.5289 -1.4978 1.083 -0.889 0.875 0.15
H -1.0915 1.7504 -0.0162 -0.439 -0.251 -1.138 0.13
H -2.1106 -1.0285 -0.8730 0.170 0.440 -0.158 0.11
H -1.8300 -1.8475 1.2125 0.148 0.454 -0.540 0.09
H -1.2054 -0.3815 1.8336 1.856 3.193 4.369 0.00
H 0.5502 -1.3027 -1.4376 0.309 0.406 -0.093 0.16
H 0.9010 -0.4320 -0.0481 -0.167 0.405 -0.689 0.09
H 1.8042 -0.0893 -1.3751 -1.190 -0.955 -0.101 0.16
H 2.2077 -0.1047 2.0113 1.055 1.194 1.268 0.04
H 0.8653 -0.9572 1.9666 1.903 0.068 -0.587 0.04
O 1.6873 -0.6315 1.4533 -2.593 -1.350 -0.814 -0.06
H 0.8280 -2.7121 3.2691 -1.125 0.700 0.332 0.11
H -0.5194 -1.7593 3.2087 -1.312 0.822 2.333 0.02
O 0.0987 -2.2840 2.7776 2.221 -1.714 -2.128 -0.03
```
Forces are in eV/Å.

The HOMO-LUMO gap comes out at 11.0 eV. As for the energy above the lowest of the compared OMol25 structures with the same formula, charge and spin: 223.0 kJ/mol. The HOMO energy comes out at -13.72 eV. The total charge is +1.

---

5.
Below is 2 unconnected molecules or ions with the total composition C5H16NO2 at a distorted geometry, with properties calculated with wB97M-V/def2-TZVPD.

```
24
Properties=species:S:1:pos:R:3:forces:R:3:lowdin_charge:R:1
C 1.6193 -0.9203 -0.4635 1.206 0.060 1.486 -0.14
O 2.7723 -0.4375 0.2817 -0.424 0.149 -0.201 -0.07
C 0.3694 -0.2620 0.1177 0.267 0.151 0.123 -0.26
C -0.6984 -0.0397 -0.9429 -0.067 1.064 0.563 -0.34
C -0.1625 0.9491 -2.0132 -1.015 -0.039 -0.346 -0.05
C -2.0011 0.5052 -0.2720 0.947 -0.256 -0.695 -0.03
N 0.7813 1.0640 0.7735 -0.232 0.091 -0.160 0.24
H 1.8126 -0.6963 -1.4990 -0.261 -0.025 -0.408 0.12
H 1.5525 -1.9828 -0.2655 -0.269 -0.267 -0.492 0.14
H 3.2977 -1.1603 0.6344 -0.011 -0.045 -0.085 0.11
H 0.0212 -0.8085 1.0016 -0.134 -0.270 -0.623 0.12
H -0.8532 -1.0159 -1.3987 -0.227 -0.045 0.020 0.15
H -0.0333 0.4706 -2.9749 0.291 -0.133 -0.150 0.09
H 0.7535 1.4462 -1.7489 0.696 0.007 0.117 0.07
H -0.8571 1.7723 -2.2081 -0.148 -0.242 0.138 0.09
H -2.0176 1.5837 -0.3541 0.003 0.381 -0.004 0.07
H -2.8521 0.1543 -0.8528 -0.226 -0.116 0.524 0.09
H -1.9981 0.2744 0.7921 -0.599 -0.411 -0.104 0.06
H 0.4134 1.0502 1.7203 0.199 0.155 0.183 0.17
H 1.8119 1.0954 0.7870 -0.021 -0.088 0.225 0.15
H 0.4102 1.9036 0.3287 0.006 -0.127 -0.253 0.16
H -2.0234 -2.0069 2.5273 0.550 0.433 0.181 0.08
H -0.8393 -1.5614 3.4338 -0.233 -0.143 0.004 0.06
O -1.2792 -1.3772 2.5955 -0.297 -0.285 -0.044 -0.06
```
Forces are in eV/Å.

The HOMO-LUMO gap comes out at 11.8 eV. As for the energy above the lowest of the compared OMol25 structures with the same formula, charge and spin: 67.9 kJ/mol. The HOMO energy comes out at -14.88 eV. The total charge is +1.

---

6.
Below is 3 unconnected molecules or ions with the total composition C5H16NO2 at a distorted geometry, with properties calculated with wB97M-V/def2-TZVPD.

```
24
Properties=species:S:1:pos:R:3:forces:R:3:lowdin_charge:R:1
C -0.3196 1.1644 0.4969 0.074 1.736 1.481 -0.16
C -1.0056 -0.0336 1.1952 -1.325 1.009 -1.400 -0.19
C -0.2731 -0.3808 2.4858 -0.677 -0.454 -0.284 -0.20
C 1.8454 -1.1158 1.2074 0.194 1.186 0.746 0.02
C 1.1820 -0.6768 2.2819 -0.141 -0.824 0.489 -0.18
N -0.1876 1.1043 -1.0137 0.745 -0.244 1.465 0.17
H -0.8648 2.1102 0.7255 0.043 -0.760 -0.380 0.14
H 0.6461 1.3563 1.0002 -0.140 -0.351 -0.921 0.12
H -1.1953 -0.8271 0.4528 0.977 -0.415 0.454 0.12
H -2.0750 0.2588 1.3075 0.682 -0.013 0.721 0.12
H -0.3847 0.3728 3.2743 0.092 0.455 -0.527 0.12
H -0.8095 -1.1980 2.9732 0.260 -0.446 -0.178 0.12
H 1.5086 -1.2477 0.1878 -0.453 -0.095 0.133 0.04
H 2.9117 -1.1165 1.3524 0.334 -0.569 -0.214 0.06
H 1.7242 -0.5954 3.2297 0.188 0.065 -0.462 0.11
H 0.7525 0.7487 -1.2882 -0.827 -0.472 0.053 0.13
H -0.2623 2.0397 -1.4073 -0.367 -0.090 -0.086 0.16
H -0.9747 0.4983 -1.3095 0.490 0.332 -0.846 0.10
H -3.0503 -0.0389 -2.8522 0.413 0.404 0.561 0.09
H -1.7117 -0.0292 -3.4803 0.339 0.068 -0.096 0.06
O -2.1435 0.2914 -2.6816 -0.958 -0.605 -0.601 -0.05
H 2.2093 -1.3433 -2.5487 0.135 -0.031 -0.291 0.07
H 1.0712 -0.4956 -3.2072 0.339 -0.256 -0.483 0.05
O 1.4064 -0.8461 -2.3820 -0.417 0.370 0.666 -0.04
```
Forces are in eV/Å.

The HOMO-LUMO gap comes out at 9.6 eV. As for the energy above the lowest of the compared OMol25 structures with the same formula, charge and spin: 126.7 kJ/mol. The HOMO energy comes out at -12.83 eV. The total charge is +1.